{"formula": "C2H6BrP", "method": "ωB97M-V/def2-TZVPD", "symbols": ["C", "C", "P", "Br", "H", "H", "H", "H", "H", "H"], "xyz": [[-0.28, -0.55, 0.89], [-0.03, 0.56, 0.04], [-0.11, 0.34, -1.62], [-1.54, -0.43, -3.86], [0.47, -0.74, 1.76], [-0.38, -1.49, 0.40], [-1.18, -0.31, 1.37], [-0.62, 1.49, 0.29], [0.54, 1.40, -2.17], [0.70, -0.70, -1.81]], "e_tot_ev": -81500.06270, "molar_mass_da": 140.9, "e_above_lowest_ev": 3.0872, "gap_ev": 7.35, "smiles": "CC=[PH2]Br", "homo_ev": -8.7}

---

{"formula": "C22H21N2", "method": "ωB97M-V/def2-TZVPD", "symbols": ["C", "C", "C", "C", "N", "C", "N", "C", "C", "C", "C", "C", "C", "C", "C", "C", "C", "C", "C", "C", "C", "C", "C", "C", "H", "H", "H", "H", "H", "H", "H", "H", "H", "H", "H", "H", "H", "H", "H", "H", "H", "H", "H", "H", "H"], "xyz": [[-1.32, 5.16, 2.14], [-0.92, 3.83, 1.54], [-0.27, 2.90, 2.37], [0.07, 1.68, 1.82], [0.64, 0.59, 2.46], [0.70, -0.41, 1.61], [0.28, -0.03, 0.39], [0.57, -0.96, -0.79], [-0.67, -1.90, -0.87], [-1.91, -1.28, -0.67], [-3.11, -1.96, -0.75], [-3.17, -3.30, -1.15], [-1.96, -3.95, -1.38], [-0.73, -3.27, -1.25], [1.92, -1.82, -0.69], [3.14, -1.20, -0.97], [4.31, -1.93, -1.19], [4.33, -3.34, -1.16], [3.14, -3.98, -0.76], [1.99, -3.22, -0.43], [-0.19, 1.34, 0.51], [-0.85, 2.25, -0.32], [-1.22, 3.54, 0.19], [-1.91, 4.60, -0.64], [-1.01, 5.16, 3.18], [-0.83, 6.01, 1.64], [-2.41, 5.33, 2.11], [-0.08, 3.20, 3.39], [1.00, 0.58, 3.40], [1.04, -1.38, 1.81], [0.64, -0.24, -1.67], [-1.92, -0.21, -0.44], [-4.04, -1.46, -0.49], [-4.10, -3.82, -1.35], [-1.91, -5.00, -1.70], [0.15, -3.87, -1.54], [3.18, -0.11, -0.99], [5.27, -1.44, -1.36], [5.21, -3.92, -1.49], [3.10, -5.08, -0.65], [1.19, -3.78, 0.06], [-1.06, 1.98, -1.35], [-2.10, 5.51, -0.02], [-1.30, 4.94, -1.51], [-2.90, 4.27, -1.04]], "e_tot_ev": -26128.64117, "molar_mass_da": 313.4, "e_above_lowest_ev": 0.0442, "charge": 1, "gap_ev": 8.97, "smiles": "Cc1cc2[nH]c[n+](C(c3ccccc3)c3ccccc3)c2cc1C", "homo_ev": -12.0}

---

{"formula": "C27H39N3O4", "method": "ωB97M-V/def2-TZVPD", "symbols": ["C", "C", "N", "C", "C", "C", "C", "O", "C", "O", "C", "C", "C", "C", "N", "C", "O", "C", "C", "N", "C", "O", "C", "C", "C", "C", "C", "C", "C", "C", "C", "C", "C", "C", "H", "H", "H", "H", "H", "H", "H", "H", "H", "H", "H", "H", "H", "H", "H", "H", "H", "H", "H", "H", "H", "H", "H", "H", "H", "H", "H", "H", "H", "H", "H", "H", "H", "H", "H", "H", "H", "H", "H"], "xyz": [[2.77, 5.32, 8.08], [2.08, 4.11, 7.46], [2.41, 3.97, 6.05], [1.33, 3.41, 5.26], [0.27, 4.46, 4.93], [3.68, 3.31, 5.84], [4.32, 3.70, 4.50], [3.82, 2.95, 3.40], [4.44, 1.79, 3.13], [5.41, 1.39, 3.73], [3.81, 1.07, 2.00], [2.63, 1.51, 1.40], [2.06, 0.80, 0.36], [2.69, -0.35, -0.12], [2.18, -1.10, -1.18], [1.01, -0.94, -1.86], [0.18, -0.10, -1.64], [0.85, -1.94, -3.01], [1.73, -1.50, -4.19], [-0.54, -1.96, -3.39], [-1.17, -3.10, -3.76], [-0.56, -4.14, -3.91], [-2.68, -2.96, -3.96], [-2.99, -1.85, -4.98], [-4.51, -1.75, -5.16], [-5.05, -3.08, -5.69], [-4.74, -4.19, -4.68], [-5.40, -3.86, -3.34], [-4.86, -2.54, -2.82], [-5.17, -1.43, -3.82], [-3.35, -2.64, -2.62], [-3.23, -4.29, -4.49], [3.87, -0.79, 0.47], [4.42, -0.09, 1.52], [2.45, 5.45, 9.11], [2.52, 6.21, 7.51], [3.86, 5.20, 8.07], [1.00, 4.25, 7.54], [2.34, 3.20, 8.02], [0.86, 2.55, 5.77], [1.75, 3.05, 4.32], [-0.49, 4.03, 4.27], [-0.22, 4.82, 5.83], [0.74, 5.30, 4.43], [4.36, 3.62, 6.63], [3.59, 2.21, 5.88], [5.40, 3.56, 4.55], [4.08, 4.74, 4.27], [2.15, 2.40, 1.76], [1.15, 1.14, -0.10], [2.76, -1.89, -1.45], [1.13, -2.95, -2.71], [1.44, -0.50, -4.52], [1.59, -2.19, -5.02], [2.78, -1.48, -3.92], [-1.05, -1.12, -3.16], [-2.61, -0.89, -4.63], [-2.51, -2.08, -5.93], [-4.73, -0.96, -5.88], [-4.60, -3.32, -6.65], [-6.13, -3.01, -5.84], [-5.12, -5.14, -5.06], [-5.19, -4.66, -2.62], [-6.49, -3.80, -3.47], [-5.33, -2.30, -1.86], [-6.25, -1.33, -3.95], [-4.80, -0.47, -3.45], [-2.97, -1.70, -2.22], [-3.12, -3.43, -1.90], [-2.98, -5.08, -3.78], [-2.74, -4.53, -5.44], [4.36, -1.68, 0.11], [5.34, -0.42, 1.99]], "e_tot_ev": -41295.13305, "molar_mass_da": 469.6, "e_above_lowest_ev": 0.1430, "gap_ev": 8.91, "smiles": "CCN(CC)CCOC(=O)c1ccc(NC(=O)[C@H](C)NC(=O)[C@]23C[C@H]4C[C@H](C[C@H](C4)C2)C3)cc1", "homo_ev": -8.5}

---

{"formula": "C6H11NO", "method": "ωB97M-V/def2-TZVPD", "symbols": ["C", "C", "O", "C", "C", "C", "C", "N", "H", "H", "H", "H", "H", "H", "H", "H", "H", "H", "H"], "xyz": [[0.71, -1.43, -0.78], [0.13, -0.57, 0.05], [0.57, -0.80, 1.42], [-1.42, -0.74, 0.29], [-1.92, 0.54, 0.12], [-0.96, 1.50, -0.09], [0.41, 0.80, -0.27], [1.69, 1.29, 0.31], [0.06, -1.79, -1.67], [0.90, -2.31, -0.08], [1.72, -1.13, -1.34], [1.63, -1.03, 1.28], [-1.86, -1.31, -0.45], [-1.77, -1.26, 1.26], [-2.92, 0.77, 0.47], [-0.93, 2.65, -0.04], [0.54, 0.85, -1.33], [2.15, 2.01, -0.28], [1.26, 1.96, 1.13]], "e_tot_ev": -9934.18521, "molar_mass_da": 113.2, "e_above_lowest_ev": 4.2692, "gap_ev": 9.78, "smiles": "C[C@]1(O)CC=C[C@H]1N", "homo_ev": -8.9}

---

{"formula": "C17H46F8HfN3O23PS7", "method": "ωB97M-V/def2-TZVPD", "symbols": ["Hf", "P", "F", "F", "F", "F", "F", "F", "N", "S", "O", "O", "F", "S", "O", "O", "F", "C", "N", "O", "O", "H", "H", "H", "C", "N", "O", "O", "H", "H", "H", "O", "S", "O", "O", "C", "C", "C", "H", "H", "H", "H", "H", "H", "H", "H", "O", "S", "O", "O", "C", "C", "C", "H", "H", "H", "H", "H", "H", "H", "H", "O", "S", "O", "O", "C", "C", "C", "H", "H", "H", "H", "H", "H", "H", "H", "O", "S", "O", "O", "C", "C", "C", "H", "H", "H", "H", "H", "H", "H", "H", "O", "S", "O", "O", "C", "C", "C", "H", "H", "H", "H", "H", "H", "H", "H"], "xyz": [[8.22, -27.94, -24.62], [7.82, -28.99, -20.71], [6.19, -29.19, -20.79], [7.74, -29.31, -19.14], [8.05, -30.60, -21.07], [9.43, -29.00, -20.70], [7.96, -28.72, -22.34], [7.71, -27.35, -20.62], [8.80, -30.07, -24.77], [10.08, -30.95, -24.33], [11.21, -31.04, -25.27], [10.01, -31.85, -23.15], [10.62, -29.65, -23.52], [8.07, -31.65, -25.13], [7.22, -32.18, -24.07], [8.80, -32.58, -25.95], [7.06, -31.26, -26.20], [7.66, -34.90, -27.94], [6.28, -34.89, -27.33], [5.71, -33.83, -27.49], [5.94, -35.86, -26.63], [8.16, -34.03, -27.52], [7.56, -34.74, -29.01], [8.05, -35.89, -27.68], [15.04, -33.36, -25.00], [13.64, -32.88, -25.27], [12.94, -32.90, -24.29], [13.30, -32.47, -26.35], [14.90, -34.17, -24.29], [15.63, -32.51, -24.65], [15.32, -33.80, -25.96], [9.94, -27.12, -23.17], [11.20, -26.43, -22.79], [12.44, -27.13, -23.14], [11.25, -24.89, -23.37], [12.44, -24.17, -23.49], [12.29, -22.95, -24.38], [11.17, -26.02, -20.96], [13.16, -24.79, -24.03], [13.00, -23.91, -22.59], [13.30, -22.76, -24.77], [11.97, -22.17, -23.70], [11.65, -22.97, -25.26], [10.28, -25.40, -20.88], [12.08, -25.45, -20.76], [11.09, -26.95, -20.40], [4.58, -30.96, -25.46], [4.86, -29.88, -24.45], [6.17, -29.24, -24.43], [3.65, -28.64, -24.52], [2.28, -29.02, -24.41], [1.58, -29.10, -25.82], [4.58, -30.70, -22.79], [1.74, -28.23, -23.89], [2.20, -29.88, -23.74], [0.55, -29.42, -25.74], [2.10, -29.75, -26.54], [1.58, -28.08, -26.19], [3.99, -30.05, -22.15], [5.44, -31.15, -22.30], [3.75, -31.38, -23.00], [9.70, -36.53, -24.55], [9.94, -36.55, -23.11], [8.88, -36.11, -22.17], [10.53, -38.03, -22.58], [10.85, -39.06, -23.50], [12.04, -39.65, -22.72], [11.35, -35.31, -22.90], [11.18, -38.81, -24.50], [10.15, -39.89, -23.36], [12.89, -39.01, -22.97], [12.28, -40.70, -22.84], [11.80, -39.58, -21.66], [10.85, -34.39, -23.22], [12.20, -35.55, -23.53], [11.70, -35.38, -21.87], [10.31, -27.61, -25.78], [11.56, -27.44, -26.55], [11.51, -27.44, -28.04], [12.31, -26.00, -26.05], [12.97, -25.09, -27.00], [14.46, -25.11, -26.81], [12.87, -28.66, -26.07], [12.66, -24.05, -26.98], [12.62, -25.27, -28.02], [15.02, -24.67, -27.63], [14.90, -26.10, -26.76], [14.55, -24.54, -25.88], [13.79, -28.15, -26.35], [12.68, -29.51, -26.73], [12.88, -28.96, -25.03], [8.29, -28.72, -27.39], [8.38, -29.30, -28.76], [8.65, -28.34, -29.88], [9.64, -30.35, -28.73], [10.24, -30.84, -29.93], [11.52, -30.02, -30.24], [6.97, -30.43, -29.30], [9.61, -30.59, -30.78], [10.48, -31.90, -29.81], [11.16, -29.01, -30.40], [12.14, -30.43, -31.04], [12.14, -30.01, -29.34], [6.93, -30.63, -30.37], [6.09, -29.95, -28.86], [7.24, -31.41, -28.90]], "e_tot_ev": -178103.10629, "multiplicity": 2, "molar_mass_da": 1246.5, "charge": 1, "gap_ev": [7.04, 7.31], "s_squared": 0.75, "homo_ev": [-11.8, -12.0]}

---

{"formula": "C29H27BF4N3P2Pt", "method": "ωB97M-V/def2-TZVPD", "symbols": ["Pt", "N", "P", "C", "C", "C", "C", "C", "C", "C", "C", "C", "C", "C", "C", "P", "C", "C", "C", "C", "C", "C", "C", "C", "C", "C", "C", "C", "H", "H", "H", "H", "H", "H", "H", "H", "H", "H", "H", "H", "H", "H", "H", "H", "H", "H", "H", "H", "H", "F", "B", "F", "F", "F", "N", "C", "C", "C", "N", "C", "C", "H", "H", "H", "H", "H", "H"], "xyz": [[0.63, 0.22, -0.93], [1.70, -2.66, -1.00], [0.06, -2.60, -1.05], [-0.53, -2.09, -2.61], [-1.48, -1.08, -2.81], [-1.91, -0.81, -4.10], [-1.40, -1.56, -5.17], [-0.48, -2.58, -4.95], [-0.03, -2.85, -3.68], [-0.72, -3.99, -0.37], [-0.16, -4.63, 0.75], [-0.79, -5.74, 1.27], [-1.97, -6.20, 0.69], [-2.54, -5.55, -0.40], [-1.92, -4.44, -0.94], [2.42, -1.11, -0.72], [3.07, -1.18, 0.92], [3.10, 0.00, 1.68], [3.64, -0.02, 2.95], [4.15, -1.21, 3.47], [4.13, -2.38, 2.72], [3.59, -2.37, 1.44], [3.52, -0.66, -2.02], [3.96, 0.68, -2.04], [4.90, 1.07, -2.97], [5.41, 0.13, -3.87], [4.98, -1.19, -3.85], [4.02, -1.59, -2.93], [2.11, -3.53, -0.67], [-1.92, -0.54, -1.98], [-2.64, -0.04, -4.28], [-1.75, -1.35, -6.17], [-0.11, -3.16, -5.78], [0.70, -3.64, -3.52], [0.73, -4.24, 1.23], [-0.37, -6.25, 2.13], [-2.47, -7.07, 1.11], [-3.46, -5.92, -0.83], [-2.36, -3.94, -1.80], [2.71, 0.93, 1.28], [3.67, 0.88, 3.54], [4.58, -1.22, 4.46], [4.53, -3.29, 3.13], [3.61, -3.29, 0.86], [3.59, 1.40, -1.31], [5.24, 2.09, -3.00], [6.16, 0.43, -4.59], [5.39, -1.91, -4.54], [3.68, -2.62, -2.92], [-0.14, -1.47, 0.11], [-1.88, -1.49, 2.11], [-2.61, -2.38, 1.47], [-0.91, -1.88, 2.91], [-2.04, -0.21, 1.85], [-2.19, 5.70, -1.83], [-1.61, 4.52, -1.65], [-1.81, 3.77, -0.46], [-1.19, 2.57, -0.31], [-0.36, 2.03, -1.25], [-0.18, 2.74, -2.40], [-0.75, 3.95, -2.63], [-2.79, 6.10, -1.13], [-2.03, 6.24, -2.67], [-2.46, 4.14, 0.32], [-1.33, 2.00, 0.60], [0.46, 2.30, -3.15], [-0.55, 4.47, -3.56]], "e_tot_ev": -68332.03911, "molar_mass_da": 761.4, "e_above_lowest_ev": 3.3023, "charge": 3, "gap_ev": [5.23, 5.24], "homo_ev": [-16.7, -16.7]}

---

{"formula": "C4H9NO", "method": "ωB97M-V/def2-TZVPD", "symbols": ["C", "C", "C", "C", "O", "N", "H", "H", "H", "H", "H", "H", "H", "H", "H"], "xyz": [[-1.56, -1.23, 0.82], [-1.50, -0.42, -0.24], [-1.57, 1.08, -0.19], [1.70, 0.16, -0.45], [1.63, -0.72, 0.56], [2.99, 0.47, -0.60], [-1.70, -0.84, 1.83], [0.68, -0.93, 0.67], [-1.51, -2.31, 0.71], [-1.37, -0.86, -1.23], [-0.68, 1.49, -0.66], [-2.45, 1.44, -0.73], [-1.63, 1.44, 0.84], [3.25, 1.13, -1.32], [3.72, 0.08, -0.02]], "e_tot_ev": -7829.67758, "molar_mass_da": 87.1, "e_above_lowest_ev": 2.6424, "gap_ev": 9.83, "homo_ev": -8.7}

---

{"formula": "C38H33MoO3P2", "method": "ωB97M-V/def2-TZVPD", "symbols": ["Mo", "O", "C", "C", "C", "C", "C", "C", "C", "P", "C", "C", "C", "C", "C", "C", "C", "C", "C", "C", "C", "C", "H", "H", "H", "H", "H", "H", "H", "H", "H", "H", "H", "H", "H", "H", "C", "O", "H", "H", "H", "H", "O", "P", "C", "C", "C", "C", "C", "C", "C", "C", "C", "C", "C", "C", "C", "C", "C", "C", "C", "C", "H", "H", "H", "H", "H", "H", "H", "H", "H", "H", "H", "H", "H", "H", "H"], "xyz": [[0.66, -0.20, 0.06], [1.17, -0.10, -2.04], [0.27, -0.88, -1.81], [-0.50, -1.93, -2.42], [-0.73, -2.11, -3.78], [-1.42, -3.25, -4.16], [-1.84, -4.18, -3.21], [-1.57, -4.00, -1.85], [-0.91, -2.86, -1.46], [-0.29, -2.47, 0.20], [-0.87, -3.62, 1.40], [-2.24, -3.66, 1.69], [-2.72, -4.64, 2.54], [-1.84, -5.56, 3.11], [-0.48, -5.51, 2.83], [0.02, -4.54, 1.97], [1.52, -2.49, 0.07], [2.22, -3.05, -1.02], [3.58, -2.85, -1.14], [4.27, -2.07, -0.20], [3.62, -1.57, 0.90], [2.24, -1.78, 1.06], [-0.39, -1.38, -4.50], [-1.64, -3.42, -5.21], [-2.37, -5.06, -3.53], [-1.87, -4.75, -1.12], [-2.93, -2.94, 1.25], [-3.78, -4.68, 2.77], [-2.22, -6.32, 3.78], [0.19, -6.23, 3.27], [1.08, -4.51, 1.75], [1.70, -3.64, -1.77], [4.12, -3.29, -1.97], [5.34, -1.92, -0.31], [4.17, -1.05, 1.67], [1.80, -1.63, 2.04], [1.02, 0.76, 3.13], [0.14, 0.13, 2.14], [0.96, 0.22, 4.06], [0.73, 1.80, 3.26], [2.03, 0.72, 2.73], [-0.79, 0.32, 2.35], [0.15, 1.64, -0.24], [-0.51, 3.05, 0.12], [-1.61, 2.72, 1.49], [-2.31, 1.51, 1.52], [-3.18, 1.23, 2.57], [-3.35, 2.17, 3.59], [-2.67, 3.37, 3.56], [-1.79, 3.65, 2.51], [0.80, 4.15, 0.55], [0.51, 5.51, 0.73], [1.53, 6.39, 1.08], [2.83, 5.92, 1.23], [3.13, 4.58, 1.03], [2.11, 3.69, 0.69], [-1.41, 3.68, -1.23], [-2.81, 3.56, -1.26], [-3.52, 4.10, -2.32], [-2.84, 4.76, -3.34], [-1.45, 4.88, -3.32], [-0.73, 4.35, -2.26], [-2.23, 0.80, 0.71], [-3.74, 0.30, 2.59], [-4.03, 1.95, 4.41], [-2.81, 4.10, 4.35], [-1.26, 4.60, 2.50], [-0.49, 5.89, 0.56], [1.31, 7.44, 1.22], [3.62, 6.61, 1.50], [4.15, 4.23, 1.12], [2.36, 2.66, 0.51], [-3.35, 3.07, -0.46], [-4.60, 4.03, -2.35], [-3.40, 5.19, -4.16], [-0.94, 5.40, -4.11], [0.34, 4.46, -2.23]], "e_tot_ev": -66492.11269, "molar_mass_da": 695.6, "e_above_lowest_ev": 0.0000, "charge": 3, "gap_ev": [6.07, 6.07], "homo_ev": [-16.6, -16.6]}